Entry 1:
Density functional theory data (wB97M-V/def2-TZVPD) for a molecular structure, C22H23F9IN3O3 at a distorted geometry.

Last column: Mulliken charge in e.
CARTESIAN COORDINATES (ANGSTROEM)
1 C -0.22706 -0.55453 3.31685  -0.14
2 C 0.58388 -0.23154 2.49775  -0.82
3 C 1.57970 0.12737 1.49364  -0.86
4 C 0.92241 0.39084 0.17373  1.37
5 C 0.31833 1.58288 -0.16675  -0.46
6 C 0.17260 2.79677 0.74996  0.77
7 F 0.96373 2.73396 1.82271  -0.34
8 F 0.51618 3.91700 0.09662  -0.29
9 C -1.31462 2.97232 1.26211  0.56
10 F -1.91378 1.77543 1.16395  -0.27
11 F -1.95881 3.85598 0.50038  -0.35
12 C -1.41510 3.48781 2.71358  0.56
13 F -1.07142 2.54238 3.57293  -0.26
14 F -0.64900 4.56325 2.86382  -0.28
15 C -2.88554 3.92478 3.06919  0.67
16 F -3.07191 5.19414 2.80351  -0.25
17 F -3.06231 3.75908 4.36712  -0.26
18 F -3.78502 3.19250 2.44410  -0.23
19 C -0.23393 1.66276 -1.45435  0.65
20 O -0.88961 2.82962 -1.79340  -0.32
21 C -0.71347 3.21871 -3.02997  0.44
22 N -0.45775 3.57698 -4.09774  -0.44
23 N -0.21340 0.75241 -2.36253  -1.12
24 N 0.36177 -0.39076 -2.00187  1.30
25 C 0.36684 -1.40252 -3.06458  -0.88
26 C -0.77685 -2.42654 -2.97681  -0.99
27 C -2.00378 -2.00235 -2.15181  -0.75
28 C -2.11483 -2.68717 -0.78664  -0.28
29 C -3.32142 -2.12866 0.01229  -0.58
30 C -2.94586 -1.92170 1.47775  -0.99
31 C 0.89592 -0.63473 -0.82079  0.49
32 C 1.47835 -1.97238 -0.55960  -1.64
33 C 2.94254 -2.03075 -1.09389  -1.24
34 O 3.29489 -0.77042 -1.63199  -0.30
35 C 4.59006 -0.36537 -1.19220  0.40
36 C 4.62285 0.26840 0.10685  -0.42
37 O 5.51485 -0.59769 -1.91205  -0.61
38 H -0.86276 -1.10521 3.96498  0.52
39 H 2.27632 -0.70712 1.45355  -0.02
40 H 2.19049 0.95302 1.83220  0.96
41 H 0.24883 -0.87841 -4.00395  0.61
42 H 1.35032 -1.85205 -3.12215  0.14
43 H -1.08393 -2.63625 -3.99566  0.45
44 H -0.42109 -3.37531 -2.58132  0.51
45 H -2.87262 -2.34856 -2.70809  0.50
46 H -2.12063 -0.92413 -2.06558  0.39
47 H -1.19543 -2.60682 -0.21269  0.09
48 H -2.34194 -3.72603 -1.01211  0.35
49 H -3.61394 -1.19043 -0.45070  0.37
50 H -4.12059 -2.85896 -0.05552  0.34
51 H -3.81334 -1.91502 2.13145  0.46
52 H -2.30454 -2.73734 1.80275  0.36
53 H -2.40801 -0.98613 1.60680  -0.04
54 H 1.50010 -2.17139 0.50423  0.82
55 H 0.90370 -2.78121 -0.99229  0.49
56 H 3.61306 -2.30847 -0.28337  0.42
57 H 3.00592 -2.82537 -1.83661  0.50
58 H 5.58940 0.74242 0.21332  0.49
59 H 3.83820 1.01287 0.21770  0.18
60 H 4.52643 -0.51594 1.04095  -0.19
61 I 4.58716 -0.94976 2.83689  -0.54

Output
Charge ... 0
Lowest unoccupied orbital energy ... -0.0986 Ha
HOMO ... -6.760 eV

***

Entry 2:
Density functional theory data (wB97M-V/def2-TZVPD) for a gas-phase ion, C8H17N2 (charge +1) at a distorted geometry.

Last column: Mulliken charge in e.
CARTESIAN COORDINATES (ANGSTROEM)
1 C 2.00131 0.93407 -1.16419  -1.67
2 C 1.27228 -0.26452 -0.53830  -0.46
3 N 1.97395 -0.73568 0.72345  0.07
4 C 0.94996 -0.16462 1.57157  -1.32
5 C -0.01058 0.11779 0.33883  1.57
6 C -0.55877 1.54996 0.15623  -0.66
7 C -2.10499 1.34868 0.29105  -0.78
8 C -2.24683 -0.06834 -0.26698  -0.67
9 N -1.12068 -0.78914 0.35290  -0.19
10 C -0.95578 -2.12911 -0.21931  -1.22
11 H 1.93168 1.94139 -0.70108  0.39
12 H 1.48169 1.05934 -2.10658  0.50
13 H 2.98953 0.51311 -1.58722  0.41
14 H 1.10418 -1.06664 -1.27345  0.33
15 H 2.89887 -0.28929 0.82885  0.39
16 H 1.92340 -1.75493 0.85955  0.37
17 H 1.22983 0.77596 2.15037  0.29
18 H 0.31122 -0.93223 2.19536  0.36
19 H -0.21407 1.78864 -0.92581  0.34
20 H -0.10116 2.42464 0.78264  0.30
21 H -2.31508 1.38309 1.34859  0.36
22 H -2.76642 2.14002 -0.21173  0.34
23 H -3.12365 -0.60890 -0.20617  0.49
24 H -2.03605 0.18281 -1.26655  0.31
25 H 0.00959 -2.42149 0.11686  0.32
26 H -1.67595 -2.92293 -0.00372  0.33
27 H -0.84746 -2.01164 -1.24516  0.48

Output
Charge ... +1
Structure (SMILES) ... C[C@H]1[NH2+]C[C@@]12CCCN2C
Lowest unoccupied orbital energy ... -0.1146 Ha
Relative energy (zero: lowest compared OMol25 entry of this formula, charge and spin) ... 69.49 kcal/mol
HOMO ... -12.371 eV

***

Entry 3:
Density functional theory data (wB97M-V/def2-TZVPD) for 2 unconnected molecules or ions with the total composition C2H8S at a distorted geometry.

Last column: Mulliken charge in e.
CARTESIAN COORDINATES (ANGSTROEM)
1 C 1.69320 -0.38286 0.12802  -0.76
2 S 1.70957 -0.94113 -1.59098  -0.17
3 H 2.65923 -0.57006 0.59208  0.31
4 H 1.48777 0.68183 0.17166  0.27
5 H 0.90364 -0.88348 0.68059  0.27
6 H 0.38002 -0.98138 -1.73232  0.09
7 C -1.75004 0.63437 0.37811  -0.95
8 H -1.98473 -0.43579 0.47441  0.26
9 H -1.36494 1.07135 1.28834  0.24
10 H -2.67933 1.10350 0.06656  0.31
11 H -1.05439 0.70365 -0.45647  0.14

Output
Charge ... 0
Structure (SMILES) ... CS.C
Lowest unoccupied orbital energy ... 0.0342 Ha
Relative energy (zero: lowest compared OMol25 entry of this formula, charge and spin) ... 1.55 kcal/mol
HOMO ... -9.043 eV